1.
{
  "formula": "C7H7O3S",
  "method": "ωB97M-V with the def2-TZVPD basis set",
  "elements": ["C", "C", "C", "C", "C", "C", "C", "O", "O", "O", "S", "H", "H", "H", "H", "H", "H", "H"],
  "positions_angstrom": [[-1.2372, -0.9087, 0.6803], [-0.6955, -1.1636, -0.4814], [-0.8930, 0.1734, 1.5635], [0.4629, 0.7188, 1.3213], [0.3673, -0.4862, -1.0975], [0.9653, 0.5946, -0.1479], [0.1556, 0.9490, -1.3694], [1.6674, 3.0118, -2.1165], [-1.6165, 0.5603, 2.4599], [2.4986, 0.6918, -2.5748], [1.3714, 1.6452, -2.7159], [-2.2027, -1.4092, 1.0405], [-1.3520, -1.8385, -1.1337], [0.6128, 1.8436, 1.5289], [1.1130, 0.2272, 1.8894], [1.2819, -0.9466, -1.7173], [2.0370, 0.7682, -0.3202], [-0.8209, 1.3598, -1.4538]],
  "orbital_gap_ha": 0.2608,
  "total_charge": -1,
  "lumo_energy_ev": 3.462,
  "relative_energy_kj_mol": 263.28,
  "homo_energy_ha": -0.134
}

2.
{
  "formula": "C7H7O4S",
  "method": "ωB97M-V with the def2-TZVPD basis set",
  "elements": ["C", "C", "C", "C", "C", "C", "C", "O", "O", "O", "O", "S", "H", "H", "H", "H", "H", "H", "H"],
  "positions_angstrom": [[-0.9775, 1.9788, -0.6760], [-0.8269, 1.1474, 0.4234], [0.2940, 2.3179, -1.1765], [0.5004, 0.9303, 0.5709], [0.6824, 3.3309, -2.0392], [-0.2923, -3.2598, 1.0762], [0.3047, -2.7166, -0.1498], [-0.1562, -0.5118, 2.5698], [1.8462, 3.5261, -2.3725], [-0.3629, -2.3210, -1.1027], [1.2256, 1.5346, -0.4259], [1.1021, -0.1283, 1.7684], [-1.9131, 2.2943, -1.2236], [-1.6073, 0.7283, 1.1066], [-0.1077, 4.0441, -2.2117], [-1.3279, -3.2589, 1.1194], [0.1376, -2.7351, 1.8693], [0.0387, -4.3335, 1.0649], [1.4402, -2.5680, -0.1910]],
  "orbital_gap_ha": 0.2397,
  "total_charge": -1,
  "lumo_energy_ev": 3.509,
  "relative_energy_kj_mol": 65.19,
  "homo_energy_ha": -0.111
}

3.
{
  "formula": "C7H7O5OsS",
  "method": "ωB97M-V with the def2-TZVPD basis set",
  "elements": ["O", "C", "Os", "O", "C", "C", "O", "C", "O", "C", "O", "H", "C", "S", "C", "H", "H", "H", "H", "H", "H"],
  "positions_angstrom": [[-0.6761, 4.6552, -2.6510], [-0.4011, 3.6657, -3.1411], [-0.1812, 0.0062, -2.2412], [-0.0511, 2.0043, 0.0359], [-0.0965, 1.2275, -0.8343], [-0.1790, -1.4905, -1.0705], [-0.1664, -2.4331, -0.3661], [1.6717, 0.3706, -2.6639], [2.8456, 0.5069, -2.8104], [-2.1001, 0.3523, -2.4758], [-3.2257, 0.5780, -2.5250], [0.0063, 2.6457, -3.8985], [-0.6435, -2.2616, 3.0465], [-0.4702, -0.4918, 2.9867], [1.1265, -0.3664, 2.4538], [-1.4563, -2.6120, 2.3905], [-0.8555, -2.6085, 4.0820], [0.2946, -2.7189, 2.7025], [1.3327, 0.5835, 1.9907], [1.8445, -0.4737, 3.2958], [1.3807, -1.1391, 1.6934]],
  "orbital_gap_ha": [0.2492, 0.2563],
  "total_charge": 3,
  "multiplicity": 5,
  "lumo_energy_ev": [-12.939, -15.669],
  "relative_energy_kj_mol": 33.76,
  "homo_energy_ha": [-0.725, -0.832]
}

4.
{
  "formula": "C7H7O6PmS",
  "method": "ωB97M-V with the def2-TZVPD basis set",
  "elements": ["O", "C", "Pm", "C", "O", "C", "O", "C", "O", "C", "O", "H", "C", "S", "C", "O", "H", "H", "H", "H", "H", "H"],
  "positions_angstrom": [[-1.1343, 4.1879, -2.9940], [-0.9500, 3.3175, -2.3458], [0.8373, -1.1284, -0.8713], [-0.3297, -3.1517, -1.9381], [-0.9890, -3.9191, -2.4672], [0.0828, -0.3613, -2.9465], [0.3465, 0.4493, -3.8567], [2.8371, -0.8628, -2.4598], [3.6397, -0.4103, -3.1560], [-1.2765, -1.1490, -2.5431], [-2.4186, -0.8616, -2.7857], [1.3913, 0.3419, 0.1971], [0.2060, -0.7162, 3.6991], [-1.0754, -0.0851, 2.2805], [-0.5677, 1.6191, 2.3364], [-0.1946, -0.7239, 1.1233], [-0.3642, -0.5101, 4.6438], [1.1586, -0.0989, 3.5718], [0.3436, -1.8188, 3.4842], [-1.0771, 2.0344, 3.2096], [0.5119, 1.7871, 2.3933], [-0.9777, 2.0600, 1.4250]],
  "orbital_gap_ha": [0.1796, 0.1771],
  "total_charge": 2,
  "multiplicity": 5,
  "lumo_energy_ev": [-10.945, -10.929],
  "homo_energy_ha": [-0.582, -0.579]
}

5.
{
  "formula": "C7H8",
  "method": "ωB97M-V with the def2-TZVPD basis set",
  "elements": ["C", "C", "C", "C", "C", "C", "C", "H", "H", "H", "H", "H", "H", "H", "H"],
  "positions_angstrom": [[-3.1660, -0.9432, -0.6457], [-2.0474, -0.6172, -0.3272], [-0.6573, -0.2849, -0.1307], [0.3680, -0.8726, -0.7701], [1.6680, -0.2437, -0.3375], [1.2451, 0.9971, 0.5410], [-0.2307, 0.7026, 0.9314], [-4.2064, -1.2726, -0.7910], [0.3593, -1.4662, -1.7291], [2.2816, 0.1054, -1.1387], [2.3077, -0.9239, 0.3107], [1.9159, 1.1883, 1.3592], [1.2163, 1.8690, -0.1606], [-0.1741, 0.1930, 1.9511], [-0.8800, 1.5689, 0.9373]],
  "orbital_gap_ha": 0.3617,
  "smiles": "C#CC1=CCCC1",
  "lumo_energy_ev": 1.096,
  "relative_energy_kj_mol": 257.87,
  "homo_energy_ha": -0.321
}

6.
{
  "formula": "C7H8",
  "method": "ωB97M-V with the def2-TZVPD basis set",
  "elements": ["C", "C", "C", "C", "C", "C", "C", "H", "H", "H", "H", "H", "H", "H", "H"],
  "positions_angstrom": [[-3.9232, 0.5033, 0.4403], [-2.7988, 0.1680, 0.3069], [-0.9287, 0.1146, 0.0213], [0.4619, 0.4364, -0.1938], [-0.5664, -1.3348, -0.2424], [0.8573, -0.9581, -0.5421], [1.1984, 1.6181, 0.2266], [-4.9974, 0.5065, 0.6133], [-0.7321, -1.8845, 0.6742], [-1.1854, -1.8786, -0.9352], [1.3213, -0.9812, -1.5384], [1.5508, -1.4654, 0.1640], [1.2129, 1.8738, 1.3050], [0.5289, 2.4184, -0.1424], [2.0988, 1.5888, -0.2453]],
  "orbital_gap_ha": 0.3566,
  "lumo_energy_ev": 0.989,
  "relative_energy_kj_mol": 674.27,
  "homo_energy_ha": -0.320
}

7.
{
  "formula": "C7H8",
  "method": "ωB97M-V with the def2-TZVPD basis set",
  "elements": ["C", "C", "C", "C", "C", "C", "C", "H", "H", "H", "H", "H", "H", "H", "H"],
  "positions_angstrom": [[-2.7939, 0.2226, 0.3356], [-2.0456, -0.5172, -0.2630], [-0.6191, 1.2943, -0.4759], [0.4796, 1.1201, -0.0002], [1.1958, -0.0511, 0.3058], [1.2999, -0.0017, 1.7150], [1.3412, -0.9259, -0.8899], [-2.8997, 1.4039, 0.1974], [-1.0771, 2.0372, -1.0477], [1.5016, 0.9191, 2.0788], [1.4294, -0.9112, 2.2806], [-1.7147, -1.3889, -0.4444], [0.5466, -0.4273, -1.5327], [1.2019, -1.9504, -0.6562], [2.1541, -0.8233, -1.6032]],
  "orbital_gap_ha": [0.2884, 0.2884],
  "smiles": "C#CC(=C)C.C#C",
  "lumo_energy_ev": [-0.103, -0.103],
  "relative_energy_kj_mol": 914.18,
  "homo_energy_ha": [-0.292, -0.292]
}